Formula: C25H45BrClLaP
Source: the Open Molecules 2025 dataset
Level of theory: wB97M-V/def2-TZVPD

Each line ends with the Löwdin charge.
Atoms and positions in Å:
C1 -2.2877 -0.9560 4.2819  -0.2116
H1 3.6301 0.2094 1.3846  0.0879
H2 0.1317 1.8308 -1.4079  0.0100
H3 -0.3102 -1.7605 3.9635  0.1150
H4 3.1512 -3.7276 -2.1341  0.0042
H5 -5.4920 -0.5634 -1.1114  0.1051
H6 -1.8507 1.7774 2.1374  0.0863
H7 -2.3643 4.6480 -1.0424  0.1035
H8 -1.1499 0.8758 4.2972  0.1122
C2 3.4202 -1.2927 -0.1604  -0.4533
H9 -0.0195 0.0681 2.2003  0.1178
C3 -3.4205 -0.3535 -0.5476  -0.2232
H10 -1.5983 -2.9474 3.7641  0.1086
H11 -0.9404 4.9698 0.9045  0.1074
H12 1.5068 1.9689 0.6174  0.1092
H13 -2.2443 -1.9706 1.6090  0.1003
H14 -2.8950 1.1308 4.3075  0.1035
C4 0.5564 2.5217 0.5772  -0.2066
C5 6.0846 -0.4348 -0.9753  -0.2180
H15 -0.8888 -2.3446 -1.8994  0.0024
C6 5.0715 -0.9023 -2.0261  -0.2006
H16 -4.4431 0.0334 -2.4006  0.1116
H17 2.8145 -2.0612 0.3832  0.0104
H18 -3.5605 -0.9905 0.3386  0.1017
C7 -2.0981 0.5113 3.8795  -0.2037
H19 -0.5156 -2.3171 1.5907  0.0294
H20 5.0061 1.2808 -0.2633  0.1057
C8 5.3858 0.3347 0.1351  -0.2254
H21 -1.9094 0.0244 -2.0523  0.1177
H22 4.5368 -0.0498 -2.4721  0.0418
H23 -2.1590 -1.0528 5.3655  0.1015
C9 -1.2801 -1.6725 2.0518  -0.2267
Cl1 0.8474 -3.5887 -0.1825  -0.1760
H24 6.8557 0.1928 -1.4409  0.0982
H25 -3.3180 -1.2555 4.0525  0.1084
H26 -3.5418 0.6865 -0.2135  0.0906
C10 -2.9422 -2.4453 -2.5908  -0.1946
C11 -1.4196 4.0931 -1.0049  -0.2015
H27 4.7008 -1.1783 1.5098  0.0981
H28 -2.0500 -2.7130 -0.6464  0.0996
C12 4.2638 -0.4682 0.7854  -0.2484
H29 4.7205 -2.6441 -0.9059  0.1286
C13 3.1810 -2.6732 -2.4216  -0.4513
P1 -0.6101 0.0294 -0.0699  1.0038
C14 4.0562 -1.8667 -1.3374  -0.5383
H30 -2.2803 2.6210 0.3227  0.0964
C15 -1.6999 2.6390 -0.6130  -0.2172
H31 6.5985 -1.3116 -0.5577  0.1070
H32 6.0952 0.6230 0.9092  0.0929
H33 -0.1756 5.7769 -0.4633  0.1028
H34 5.5685 -1.4442 -2.8428  0.1051
H35 -1.0052 4.1015 -2.0210  0.1163
C16 -2.0572 0.7199 2.3589  -0.2143
C17 0.8382 3.9844 0.1945  -0.1953
C18 -2.0279 -0.5921 -1.1390  -0.4413
H36 -2.3246 2.1714 -1.3877  0.1004
C19 -1.8956 -2.0754 -1.5292  -0.2662
Br1 2.0275 1.0080 -3.1204  -0.2012
H37 -2.7110 -1.8907 -3.5103  0.1138
H38 1.4315 4.4605 0.9845  0.1060
C20 -0.4389 4.7931 -0.0566  -0.2093
C21 -1.3234 -1.9049 3.5676  -0.1983
C22 -4.3732 -2.1056 -2.1527  -0.2076
La1 1.5503 -1.4003 -1.6553  1.1244
H39 0.1242 2.4880 1.5893  0.1011
C23 -0.9952 -0.1939 1.7395  -0.4398
C24 -0.3956 1.8577 -0.4293  -0.4670
H40 3.5692 -2.5099 -3.4293  0.0130
H41 -3.0431 0.4882 1.9316  0.0990
H42 1.4547 3.9882 -0.7147  0.1139
C25 -4.5075 -0.6907 -1.5778  -0.2014
H43 -5.0513 -2.2144 -3.0065  0.1024
H44 -4.6985 -2.8289 -1.3937  0.1104
H45 -2.8660 -3.5150 -2.8276  0.1127

Cartesian forces (eV/Å) of the 3 atoms listed first:
-0.1 0.0 -0.1
0.2 -0.2 -0.1
-0.2 0.1 0.4

Properties
Charge = -1
Molecular weight = 630.9 g mol⁻¹
Total energy = -4386.83960 a.u.
LUMO energy = 2.49 eV